DFT (ωB97M-V/def2-TZVPD) results for C41H34Br2F9N3O10RbS3Sb as an isolated structure at a distorted geometry.

Total charge: -2
Relative energy (zero: lowest compared OMol25 entry of this formula, charge and spin) (kJ/mol): 83.94
LUMO level (eV): 3.63
HOMO level (eV): -3.78
Frontier orbital gap (eV): 7.408

The geometry in XYZ format:
```
104
Properties=species:S:1:pos:R:3:mulliken_charge:R:1
Rb -0.5932 -0.5771 1.2936 3.054
O -3.5518 -2.1697 -0.3437 -0.550
C -3.3435 -1.9236 -1.7194 0.724
C -4.5141 -1.1071 -2.2205 -1.139
C -4.6117 0.2461 -1.5152 -0.867
C -3.5477 1.2343 -1.9262 0.572
C -3.6376 1.8803 -3.1556 -0.714
C -2.6762 2.8067 -3.5056 -0.739
C -1.6566 3.0599 -2.6131 -1.025
C -1.6249 2.3584 -1.4143 -0.314
N -2.5438 1.4467 -1.0567 0.773
H -2.8381 -2.7458 -0.0246 0.277
H -3.2783 -2.8548 -2.2871 0.488
H -2.4055 -1.3735 -1.8742 -0.526
H -5.4302 -1.6744 -2.0326 0.459
H -4.4193 -0.9732 -3.3034 0.396
H -4.5064 0.0793 -0.4438 -0.147
H -5.5986 0.6828 -1.6948 0.496
H -4.4669 1.6581 -3.8176 0.438
H -2.7214 3.3204 -4.4594 0.396
H -0.8727 3.7687 -2.8443 0.469
H -0.8408 2.5156 -0.6947 0.748
F -2.6001 -4.9306 1.8006 -0.163
C -1.5448 -4.8828 2.6019 0.354
F -1.9092 -5.4244 3.7692 -0.225
F -0.5572 -5.6171 2.1036 -0.216
S -0.9821 -3.1093 2.8936 0.338
O -2.1011 -2.2739 2.5157 -0.736
O 0.2591 -2.8486 2.2108 -0.064
N -0.6619 -3.1413 4.4383 -0.193
S -1.6884 -2.6468 5.5305 1.167
O -3.0497 -3.0626 5.3491 -0.653
O -1.0819 -2.8133 6.8206 -0.757
C -1.7116 -0.7845 5.2576 0.781
F -2.9056 -0.3638 4.8550 -0.234
F -0.8035 -0.4484 4.3363 -0.208
F -1.4058 -0.1424 6.3894 -0.249
C 5.5429 -2.0422 -2.9253 -0.608
C 4.6624 -2.6084 -2.0157 -1.119
C 3.6514 -1.8388 -1.4505 -0.171
C 3.5011 -0.4978 -1.7915 0.825
C 4.3884 0.0574 -2.7116 -0.211
C 5.4037 -0.7038 -3.2738 -0.750
Sb 1.8869 0.6415 -0.9097 -1.627
C 3.0894 2.4126 -0.6594 0.368
C 2.5484 3.6890 -0.8047 -0.302
C 3.2962 4.8226 -0.5137 -0.642
C 4.5985 4.6951 -0.0512 -0.562
C 5.1417 3.4297 0.1265 -0.669
C 4.3918 2.2995 -0.1727 -0.529
C 1.1420 1.0995 -2.8950 0.822
C 1.5590 2.1471 -3.7105 -0.642
C 1.0188 2.3206 -4.9803 -0.723
C 0.0515 1.4446 -5.4530 -0.628
C -0.3706 0.3920 -4.6511 -0.545
C 0.1684 0.2263 -3.3841 -0.306
H 6.3327 -2.6400 -3.3657 0.351
H 4.7506 -3.6535 -1.7432 0.481
H 2.9665 -2.3036 -0.7522 0.148
H 4.2885 1.0997 -2.9965 0.352
H 6.0839 -0.2540 -3.9887 0.401
H 1.5201 3.8050 -1.1325 0.211
H 2.8546 5.8051 -0.6334 0.411
H 5.1826 5.5773 0.1834 0.345
H 6.1512 3.3208 0.5061 0.389
H 4.8222 1.3157 -0.0203 0.412
H 2.3166 2.8400 -3.3600 0.347
H 1.3561 3.1434 -5.6015 0.369
H -0.3735 1.5829 -6.4406 0.365
H -1.1273 -0.2974 -5.0074 0.474
H -0.1701 -0.5992 -2.7654 -0.031
F 0.1158 -5.3431 -2.3662 -0.238
C 0.1971 -4.0052 -2.3049 0.229
F 1.2972 -3.6336 -2.9746 -0.191
F -0.8568 -3.5113 -2.9740 -0.194
S 0.2627 -3.4289 -0.5489 0.888
O 1.4305 -4.1138 -0.0694 -0.783
O -1.0388 -3.8482 -0.0544 -0.770
O 0.3698 -1.9790 -0.6778 -0.142
Br 3.1687 -4.1110 3.8372 -0.209
C 2.9552 -2.2879 3.3833 -0.164
C 2.3216 -1.4183 4.2513 0.313
C 2.1813 -0.0982 3.8517 -0.765
C 2.6652 0.2749 2.6070 -0.576
N 3.2607 -0.5737 1.7671 -0.032
C 3.4003 -1.8398 2.1513 -0.265
H 1.9159 -1.7752 5.1887 0.366
H 1.6549 0.6272 4.4548 0.463
H 2.5351 1.2928 2.2549 0.349
H 3.8588 -2.5260 1.4489 0.442
Br -1.4876 4.9275 3.4301 -0.229
C -2.6623 3.4867 3.0070 0.424
C -4.0039 3.6542 3.3123 -0.381
C -4.8964 2.6333 3.0279 -0.873
C -4.4419 1.4777 2.4098 -1.051
C -3.1062 1.3495 2.0688 0.854
C -2.1732 2.3405 2.3960 1.358
C -0.6639 2.1140 2.1883 -0.223
O -0.0013 2.0039 3.2274 -0.676
O -0.2678 1.9863 1.0073 0.312
H -4.3377 4.5720 3.7777 0.379
H -5.9419 2.7441 3.2882 0.379
H -5.1268 0.6701 2.1833 0.431
H -2.7879 0.4413 1.5762 -0.645
```


DFT (ωB97M-V/def2-TZVPD) results for C41H34Cl3CoN10OSSe as an isolated structure.

Total charge: +1
Spin multiplicity: 2
⟨S²⟩: 0.7568
LUMO level (alpha / beta) (eV): -4.02 / -4.02
HOMO level (alpha / beta) (eV): -9.12 / -9.10
Frontier orbital gap (alpha / beta) (eV): 5.105 / 5.089

The geometry in XYZ format:
```
92
Properties=species:S:1:pos:R:3:mulliken_charge:R:1
Co -0.8903 -1.4160 1.0328 -0.149
C 4.1046 3.2172 1.5521 -1.879
C 3.2504 1.9803 1.6512 0.822
C 3.7984 0.7051 1.4691 -1.141
C 3.0176 -0.4277 1.5384 0.405
C 1.6378 -0.3722 1.8151 -1.174
N 0.8394 -1.5013 1.8044 0.419
C 1.3263 -2.6586 2.3976 0.822
C 2.1191 -2.5940 3.5566 -0.104
C 2.6182 -3.7142 4.1817 -1.122
C 2.3241 -4.9921 3.7050 0.201
C 2.8325 -6.2303 4.3989 -1.600
C 1.5190 -5.0771 2.5879 -0.917
C 1.0269 -3.9443 1.9364 0.238
N 0.2257 -4.1541 0.7577 0.116
C 0.0760 -5.3102 0.0726 -0.086
C -0.8060 -5.0862 -0.9565 -1.493
C -1.1512 -3.7410 -0.8284 -0.048
N -0.5255 -3.1870 0.2018 0.455
C 1.1127 0.9056 2.0182 0.997
C 1.8966 2.0545 1.9154 -0.484
N -0.2490 1.0722 2.4306 0.187
C -0.7226 2.0144 3.2723 -0.173
C -2.0565 1.7615 3.4819 -1.445
C -2.3179 0.6171 2.7281 -0.401
N -1.2234 0.2060 2.0952 1.108
H 4.9577 3.1587 2.2296 0.500
H 3.5350 4.1109 1.8035 0.362
H 4.5025 3.3443 0.5420 0.318
H 4.8580 0.6063 1.2563 0.446
H 3.4642 -1.4012 1.3756 0.607
H 2.3371 -1.6133 3.9611 0.572
H 3.2249 -3.6010 5.0734 0.409
H 3.8326 -6.0690 4.8004 0.397
H 2.8768 -7.0782 3.7155 0.375
H 2.1873 -6.5118 5.2340 0.288
H 1.2709 -6.0641 2.2209 0.278
H 0.6205 -6.1990 0.3295 0.396
H -1.1324 -5.7890 -1.7023 0.462
H -1.8073 -3.1498 -1.4450 0.367
H 1.4315 3.0266 2.0444 0.063
H -0.0753 2.7740 3.6740 0.549
H -2.7395 2.3163 4.1003 0.448
H -3.2439 0.0757 2.6288 0.401
Se -3.4923 -4.2261 3.0980 0.297
N -4.9561 -3.9328 2.1696 -0.826
C -4.6654 -2.9651 1.3185 0.522
C -5.5602 -2.3409 0.3880 -0.537
C -5.0720 -1.3238 -0.3547 -1.194
C -3.6926 -0.9198 -0.2459 -0.331
N -2.8352 -1.4776 0.5502 0.586
C -3.3224 -2.4709 1.3814 0.549
N -2.5257 -2.9965 2.2845 -0.246
H -6.5873 -2.6717 0.3044 0.482
H -5.7049 -0.8070 -1.0626 0.440
H -3.3115 -0.1145 -0.8664 0.574
Cl -3.7277 2.7461 -6.8560 -0.206
C -2.2556 2.7589 -5.9449 0.440
C -2.2275 3.3261 -4.6832 -1.226
C -1.0421 3.3227 -3.9675 0.102
C 0.1211 2.7478 -4.4684 -0.667
C 1.4057 2.7373 -3.6534 -0.018
C 1.8821 1.3307 -3.2331 -1.289
N 0.8748 0.4666 -2.6159 0.406
C -0.2866 0.0074 -3.1928 -1.220
C -0.9730 -0.6094 -2.1964 -0.922
N -0.2635 -0.5440 -1.0120 0.821
C 0.8442 0.0931 -1.3156 -0.714
O 1.3485 3.6835 -2.6000 -0.387
C 0.8027 3.2544 -1.3538 0.395
C 0.1600 4.4078 -0.6592 -0.488
C -1.0417 4.3422 -0.0232 0.933
Cl -2.0711 2.9652 0.0984 -0.102
S -1.4766 5.8080 0.7488 -0.213
C -0.0325 6.5549 0.2086 -0.378
C 0.7389 5.7072 -0.5187 -1.471
C 0.0608 2.2319 -5.7621 1.061
Cl 1.4844 1.5939 -6.5420 -0.207
C -1.1097 2.2222 -6.5026 -0.837
H -3.1197 3.7751 -4.2689 0.470
H -1.0260 3.7987 -2.9969 0.493
H 2.1987 3.1092 -4.3066 0.516
H 2.7021 1.4406 -2.5236 0.412
H 2.2667 0.8258 -4.1141 0.676
H -0.5148 0.1445 -4.2359 0.542
H -1.9268 -1.1039 -2.2788 0.682
H 1.6450 0.3221 -0.6287 0.502
H 1.6140 2.8638 -0.7329 0.413
H 0.0637 2.4638 -1.4733 0.015
H 0.1602 7.5878 0.4532 0.470
H 1.6823 5.9848 -0.9674 0.424
H -1.1193 1.8159 -7.5042 0.462
```


DFT (ωB97M-V/def2-TZVPD) results for C41H34ClHfN4O7S as an isolated structure at a distorted geometry.

Total charge: -1
Relative energy (zero: lowest compared OMol25 entry of this formula, charge and spin) (kJ/mol): 2309.48
LUMO level (eV): 2.25
HOMO level (eV): -4.40
Frontier orbital gap (eV): 6.642

The geometry in XYZ format:
```
89
Properties=species:S:1:pos:R:3:mulliken_charge:R:1
Hf 0.4790 0.7292 -0.1465 -0.363
N 3.7309 2.6776 1.9966 -0.495
C 2.5074 2.4324 1.4320 0.764
S 1.3838 1.4372 2.3829 -0.549
N 2.1560 3.1946 0.3715 -1.497
N 0.9745 2.8515 -0.2295 1.254
C 0.3118 3.6888 -0.9293 -0.899
C -0.6662 3.2563 -1.9392 1.075
C -1.5383 4.1900 -2.4978 -0.830
C -2.3412 3.8810 -3.5811 -0.772
C -2.2731 2.6074 -4.1393 -0.666
C -1.4213 1.6549 -3.6124 -0.538
C -0.6156 1.9413 -2.5064 -0.096
O 0.2509 1.0200 -2.1047 -0.418
H 4.0855 1.8971 2.5305 0.338
H 4.4001 3.1201 1.3817 0.317
H 0.5733 4.7436 -0.8568 0.446
H -1.5787 5.1824 -2.0615 0.406
H -3.0086 4.6258 -3.9945 0.392
H -2.8771 2.3626 -5.0049 0.425
H -1.3593 0.6578 -4.0296 0.421
O 0.3512 -1.4182 0.4306 -0.108
C 1.1894 -2.0413 -0.6870 2.398
C 0.3517 -2.1199 -2.0127 -1.798
C -1.1536 -1.9645 -1.7909 -0.300
C -2.0359 -2.9597 -2.1755 -0.780
C -3.4003 -2.7473 -2.0326 -0.941
C -3.8432 -1.5894 -1.4321 -0.900
C -2.9067 -0.6515 -0.9958 -0.545
C -3.3665 0.5621 -0.1485 -1.370
C -2.3685 0.8914 0.9986 3.094
O -1.2470 1.3741 0.3461 1.229
C -2.0221 -0.2766 1.9461 -0.441
C -1.3055 0.0484 3.0989 -0.519
C -0.8189 -0.9306 3.9479 -0.850
C -1.0445 -2.2699 3.6657 -0.658
C -1.8125 -2.6047 2.5651 -0.585
C -2.3106 -1.6181 1.7249 -0.351
C -2.9855 2.0130 1.8454 -1.105
C -3.9206 1.7300 2.8379 -0.209
C -4.4858 2.7499 3.5875 -1.066
C -4.1290 4.0709 3.3468 -0.528
C -3.2076 4.3597 2.3523 -1.190
C -2.6387 3.3357 1.6061 0.142
N -1.5987 -0.8046 -1.2449 1.734
C 2.5841 -1.0154 -1.0277 0.068
C 3.2182 -1.4438 -2.1799 -0.957
C 4.4016 -0.7787 -2.5977 -1.051
C 5.3574 0.1030 -1.8316 -0.503
C 5.3752 0.4414 -0.4674 -1.558
C 4.2392 0.0437 0.2942 1.726
C 1.8074 -3.3333 -0.1829 0.166
C 2.7058 -3.2865 0.8872 -0.017
C 3.2728 -4.4418 1.3949 -1.271
C 2.9450 -5.6839 0.8591 -0.543
C 2.0314 -5.7481 -0.1753 -0.996
C 1.4625 -4.5833 -0.6845 -0.402
H 0.5837 -3.0359 -2.5501 1.420
H 0.6328 -1.2755 -2.6442 0.379
H -1.6614 -3.8887 -2.5865 0.502
H -4.1085 -3.4996 -2.3587 0.402
H -4.9000 -1.4151 -1.2734 0.487
H -4.3642 0.3859 0.2560 0.490
H -3.3826 1.4552 -0.7783 0.465
H -1.1303 1.0896 3.3358 0.872
H -0.2479 -0.6380 4.8201 0.380
H -0.6407 -3.0430 4.3075 0.388
H -2.0084 -3.6448 2.3349 0.393
H -2.9280 -1.9272 0.8965 0.102
H -4.1916 0.7002 3.0393 0.450
H -5.2002 2.5108 4.3658 0.404
H -4.5677 4.8679 3.9346 0.386
H -2.9286 5.3884 2.1592 0.425
H -1.9045 3.5415 0.8381 0.268
H 2.9110 -2.3250 -2.7246 0.380
H 4.7045 -1.0013 -3.6140 0.395
H 6.2140 0.4410 -2.4064 0.359
H 6.2678 0.7373 0.0570 0.555
H 2.7257 1.1980 0.5368 -0.032
H 2.9739 -2.3412 1.3331 0.358
H 3.9742 -4.3630 2.2162 0.468
H 3.3917 -6.5873 1.2563 0.397
H 1.7489 -6.7062 -0.5956 0.417
H 0.7259 -4.6766 -1.4722 0.359
O 4.5883 -0.3227 1.4396 -0.739
Cl 2.7476 0.2010 -0.1610 1.593
O 2.1848 -0.3508 0.9423 -0.421
O 2.8801 1.0736 -1.2188 0.016
O 3.0447 1.8877 -2.2159 -1.042
```


DFT (ωB97M-V/def2-TZVPD) results for C41H35BeN4P2S as an isolated structure.

Total charge: +1
Relative energy (zero: lowest compared OMol25 entry of this formula, charge and spin) (kJ/mol): 471.03
LUMO level (eV): -4.04
HOMO level (eV): -10.50
Frontier orbital gap (eV): 6.456

The geometry in XYZ format:
```
84
Properties=species:S:1:pos:R:3:mulliken_charge:R:1
Be -0.1179 -1.1119 0.6906 -0.779
S -0.6636 -1.8273 -1.2033 -0.461
C 0.5246 -0.5087 -1.5990 0.952
C 1.5448 -0.7331 -2.7643 -0.084
C 3.6417 0.6585 -2.2124 -0.715
C 3.3449 1.6449 -1.3651 -0.543
C 2.3102 1.7955 -0.3408 -0.106
N 1.3739 1.0790 0.1410 -0.788
H 1.3320 -1.6539 -3.3087 0.408
H 4.4588 0.8520 -2.8989 0.429
H 3.9513 2.5385 -1.4560 0.361
H 2.3209 2.7782 0.1285 0.505
C 1.0000 -4.2192 5.1621 -0.497
C 1.8949 -4.5642 4.1538 -0.674
C 1.9414 -3.8354 2.9832 -0.468
C 1.0694 -2.7551 2.8131 0.235
C 0.1815 -2.4096 3.8231 0.484
C 0.1438 -3.1416 4.9947 -1.181
N 1.0983 -1.9593 1.6503 1.443
N 2.2121 -1.9467 1.0667 -0.793
C 2.2471 -1.1896 -0.0729 -0.022
C 3.1575 -1.4165 -1.0233 -1.209
C 3.0368 -0.7196 -2.3437 0.026
C 0.9218 0.5027 -3.3778 -1.486
C 0.0484 0.6889 -2.3915 -0.251
N 1.1341 -0.2852 -0.2632 1.056
H 0.9855 -4.7860 6.0833 0.414
H 2.5559 -5.4108 4.2790 0.399
H 2.6240 -4.0956 2.1873 0.481
H -0.4348 -1.5378 3.6921 0.470
H -0.5534 -2.8650 5.7744 0.457
H 3.9300 -2.1555 -0.8554 0.512
H 3.6116 -1.2615 -3.0916 0.747
H 1.1185 1.0000 -4.3172 0.444
H -0.7674 1.3752 -2.2215 0.380
C -3.1154 0.1011 2.1976 -1.558
P -1.4346 0.4492 1.4964 1.554
C -0.6949 1.5244 2.7633 0.658
C 0.5270 1.1943 3.3404 -0.300
C 1.0858 2.0109 4.3127 -1.025
C 0.4321 3.1676 4.7060 -0.667
C -0.7881 3.5048 4.1339 -0.850
C -1.3550 2.6841 3.1741 -0.432
C -1.9120 1.5521 0.1290 1.010
C -2.8246 1.0614 -0.8062 -0.344
C -3.2234 1.8544 -1.8700 -0.849
C -2.7099 3.1360 -2.0133 -0.683
C -1.7789 3.6148 -1.1024 -0.926
C -1.3696 2.8234 -0.0388 -0.582
P -3.3777 -1.6017 2.9109 0.301
C -5.0643 -1.4154 3.6061 0.585
C -5.7724 -2.5999 3.8246 -0.434
C -7.0420 -2.5717 4.3738 -0.652
C -7.6184 -1.3599 4.7310 -0.500
C -6.9080 -0.1843 4.5560 -0.672
C -5.6333 -0.2099 4.0044 -0.320
C -3.7455 -2.4686 1.3357 0.335
C -2.8485 -3.4293 0.8775 -0.391
C -3.0871 -4.0999 -0.3147 -0.401
C -4.2303 -3.8219 -1.0459 -0.541
C -5.1367 -2.8728 -0.5885 -0.734
C -4.8958 -2.1951 0.5949 -0.264
H -3.8553 0.2640 1.4152 0.879
H -3.2648 0.8298 2.9922 0.682
H 1.0415 0.2947 3.0287 0.248
H 2.0334 1.7429 4.7616 0.494
H 0.8704 3.8090 5.4590 0.408
H -1.2977 4.4100 4.4369 0.441
H -2.3073 2.9529 2.7328 0.466
H -3.2072 0.0506 -0.7136 0.131
H -3.9284 1.4682 -2.5942 0.435
H -3.0270 3.7571 -2.8405 0.404
H -1.3653 4.6078 -1.2225 0.423
H -0.6264 3.1919 0.6541 0.507
H -5.3221 -3.5464 3.5462 0.383
H -7.5849 -3.4956 4.5250 0.400
H -8.6147 -1.3335 5.1517 0.384
H -7.3428 0.7632 4.8471 0.405
H -5.1009 0.7246 3.8909 0.297
H -1.9647 -3.6566 1.4653 0.411
H -2.3830 -4.8423 -0.6674 0.467
H -4.4218 -4.3496 -1.9710 0.406
H -6.0366 -2.6645 -1.1531 0.437
H -5.6091 -1.4618 0.9528 0.428
```